Formula: C26H38ClF2N5O4
Source: OMol25
Level of theory: wB97M-V/def2-TZVPD

Molar mass   558.070 g/mol
Gap between HOMO and LUMO   8.483 eV
LUMO   0.4 eV
Total energy   -2248.14833 Ha
SMILES   C[C@H](O)CNCCO[C@]1(CC(=O)Cl)[C@H](F)NC(=O)[C@@H]1CCCF.c1cc[nH]c1.c1cc[nH]c1.c1cc[nH]c1

ORCA input file:
```
! RIJCOSX wB97M-V def2-TZVPD def2/J DEFGRID3
* xyz 0 1
C -2.6738 2.8855 -1.6677
C -3.6308 1.9861 -2.4401
O -4.9654 2.5078 -2.4199
C -3.6552 0.5136 -1.9715
N -2.4107 -0.0643 -1.4841
C -2.2552 -0.0675 -0.0437
C -0.8437 -0.4598 0.3766
O 0.1412 0.1992 -0.4401
C 1.3711 0.4444 0.2022
C 2.0197 -0.8175 0.8353
C 2.5417 -1.8212 -0.1642
O 3.6823 -2.0258 -0.3476
Cl 1.3498 -2.7171 -1.0834
C 1.1680 1.4802 1.3852
F -0.0774 2.1007 1.2881
N 2.2060 2.4771 1.2783
C 2.8925 2.3221 0.0483
O 3.7774 3.0419 -0.2808
C 2.4071 1.1088 -0.7297
C 2.1497 1.4850 -2.1981
C 0.8764 2.2795 -2.5404
C 0.0169 1.6028 -3.6052
F -0.0624 0.2160 -3.4134
H -2.7962 3.9122 -2.0344
H -2.8747 2.8750 -0.5889
H -1.6282 2.6059 -1.8392
H -3.3609 2.0131 -3.5054
H -5.1948 2.6943 -1.4977
H -4.4130 0.4466 -1.1739
H -4.0382 -0.1013 -2.7987
H -1.5939 0.3575 -1.9075
H -2.9301 -0.8349 0.3700
H -2.5368 0.8891 0.4359
H -0.7255 -0.1533 1.4246
H -0.7116 -1.5448 0.3245
H 2.9244 -0.4917 1.3719
H 1.3652 -1.3028 1.5672
H 1.1718 0.9797 2.3600
H 1.7881 3.4073 1.2944
H 3.3050 0.4733 -0.7813
H 2.2191 0.5868 -2.8221
H 3.0281 2.0962 -2.4464
H 1.1628 3.2424 -2.9831
H 0.2966 2.4931 -1.6327
H -1.0083 1.9984 -3.6113
H 0.4545 1.7612 -4.6015
C 1.4627 -4.4319 3.2191
C 2.6008 -3.8608 2.5867
C 3.4181 -3.3712 3.5721
N 2.8173 -3.6266 4.7750
C 1.6256 -4.2711 4.5694
H 0.6286 -4.9149 2.7382
H 2.8037 -3.8299 1.5295
H 4.3695 -2.8698 3.5173
H 3.1903 -3.3734 5.6718
H 1.0013 -4.5643 5.3962
C 2.4868 -8.8714 1.9441
C 1.9017 -9.3790 3.1365
C 2.2071 -8.5025 4.1443
N 2.9521 -7.4905 3.6069
C 3.1267 -7.7042 2.2691
H 2.4408 -9.3113 0.9620
H 1.3230 -10.2816 3.2409
H 1.9553 -8.5137 5.1909
H 3.3022 -6.6960 4.1110
H 3.6829 -7.0089 1.6642
C -4.7580 7.3059 -1.5313
C -4.2759 6.4653 -2.5722
C -3.3241 7.1722 -3.2576
N -3.2129 8.4034 -2.6709
C -4.0833 8.4941 -1.6197
H -5.5147 7.0653 -0.8033
H -4.5955 5.4593 -2.7931
H -2.7209 6.9046 -4.1082
H -2.5911 9.1316 -2.9698
H -4.1487 9.3904 -1.0272
*
```

---

Formula: C4H11NS
Source: OMol25
Level of theory: wB97M-V/def2-TZVPD

Molar mass   105.206 g/mol
Gap between HOMO and LUMO   3.610 eV
LUMO   -3.5 eV
Total energy   -611.64095 Ha
Energy relative to the best compared isomer or geometry (same formula, charge and spin)   189.0 kcal per mole

ORCA input file:
```
! RIJCOSX wB97M-V def2-TZVPD def2/J DEFGRID3
* xyz 0 1
C 2.0157 -0.4214 0.5278
C 0.7909 0.4055 0.5972
C 0.8172 -0.8570 -0.2919
S -1.4945 0.6137 -1.0903
C -3.0755 1.3175 -1.5718
N 2.4748 -1.6818 2.6733
H 2.8954 -0.2141 -0.0726
H 2.2654 -0.8880 1.6170
H 0.2080 0.4081 1.5119
H 1.0776 1.4397 0.3799
H 0.6629 -0.7642 -1.3572
H 0.3023 -1.7103 0.1414
H -3.5023 1.8034 -0.6919
H -3.7531 0.5182 -1.8701
H -2.9793 2.0501 -2.3722
H 2.9177 -1.4202 3.5513
H 2.8299 -2.5784 2.3526
*
```

---

Formula: C35H35BO5
Source: OMol25
Level of theory: wB97M-V/def2-TZVPD

Molar mass   546.472 g/mol
Gap between HOMO and LUMO   5.730 eV
LUMO   -1.2 eV
Total energy   -1755.64816 Ha
Energy relative to the best compared isomer or geometry (same formula, charge and spin)   0.0 kcal per mole

ORCA input file:
```
! RIJCOSX wB97M-V def2-TZVPD def2/J DEFGRID3
* xyz 0 1
C -4.6549 -4.1310 4.4744
C -3.6805 -3.0526 4.5212
C -3.2397 -2.2205 5.5089
C -2.3405 -1.2988 4.8915
C -2.2607 -1.6222 3.5620
B -0.0485 -0.7573 2.3468
C 0.2972 -0.1672 3.7636
C -0.0410 1.0059 4.4217
C 0.8559 1.1559 5.5358
C 1.6842 0.0533 5.5173
C 2.8282 -0.3389 6.3076
O 1.3492 -0.7538 4.4562
C 0.6618 -2.1526 2.2333
C 0.2386 -3.4557 2.3393
C 1.3679 -4.2992 2.0939
C 2.4298 -3.4697 1.8524
C 3.8126 -3.6413 1.4750
O 2.0055 -2.1787 1.9638
C -1.7253 -0.8558 2.3908
C -2.4764 -1.3127 1.1748
C -3.4821 -0.4160 0.8940
C -3.3687 0.6377 1.7978
C -4.3072 1.7024 2.0758
O -2.2828 0.5075 2.5734
O -3.0737 -2.7120 3.3427
H -5.0109 -4.3100 5.4930
H -5.5261 -3.8576 3.8602
H -4.2314 -5.0646 4.0892
H -3.5326 -2.2233 6.5567
H -1.8377 -0.4659 5.3695
H -0.8172 1.7164 4.1473
H 0.8847 1.9775 6.2527
H 3.3936 0.5533 6.5946
H 2.5059 -0.8287 7.2343
H 3.4851 -1.0147 5.7566
H -0.7614 -3.8107 2.5734
H 1.3916 -5.3843 2.0953
H 4.0631 -4.7058 1.4910
H 3.9976 -3.2723 0.4529
H 4.4855 -3.1040 2.1563
H -2.2529 -2.2309 0.6364
H -4.2437 -0.4839 0.1130
H -4.7119 2.0582 1.1222
H -5.1531 1.2947 2.6525
H -3.8614 2.5363 2.6240
C 6.6435 -0.6270 0.0204
O 5.8505 -0.4416 1.2176
C 4.6033 0.0827 1.0882
C 3.9648 0.5669 2.2539
C 2.6190 0.8312 2.2158
C 1.8414 0.5067 1.0886
C 0.3152 0.3560 1.2774
C -0.3781 0.3021 -0.0869
C -1.1289 1.3874 -0.5462
C -1.6573 1.3727 -1.8362
C -1.4061 0.2994 -2.6965
C -1.8925 0.3478 -4.1143
C -0.6748 -0.7928 -2.2257
C -0.1833 -0.8013 -0.9185
C 2.5364 0.3341 -0.1237
C 3.9051 0.0903 -0.1343
H 7.6325 -0.8908 0.3905
H 6.2337 -1.4425 -0.5899
H 6.6972 0.2960 -0.5741
H 4.5406 0.6809 3.1682
H 2.1359 1.3051 3.0656
H -0.0167 1.2720 1.7817
H -1.3156 2.2342 0.1200
H -2.2706 2.2069 -2.1848
H -1.8744 -0.6477 -4.5663
H -2.9152 0.7374 -4.1685
H -1.2628 1.0046 -4.7303
H -0.4827 -1.6452 -2.8804
H 0.3721 -1.6613 -0.5426
H 2.0143 0.3484 -1.0789
H 4.4209 -0.1441 -1.0679
*
```

---

Formula: C4H14N2O
Source: OMol25
Level of theory: wB97M-V/def2-TZVPD

Molar mass   106.169 g/mol
Gap between HOMO and LUMO   8.952 eV
LUMO   0.8 eV
Total energy   -345.46621 Ha
SMILES   CNCCNC.O
Energy relative to the best compared isomer or geometry (same formula, charge and spin)   69.0 kcal per mole

ORCA input file:
```
! RIJCOSX wB97M-V def2-TZVPD def2/J DEFGRID3
* xyz 0 1
C 2.8819 1.0240 -1.3387
N 1.7304 0.3715 -0.6482
C 0.3322 0.5370 -1.1865
C -0.7223 -0.0748 -0.0804
N -0.2011 -1.4167 0.2140
C -0.9353 -2.0226 1.3266
H 2.7969 2.1249 -1.4519
H 3.7948 0.8451 -0.8234
H 2.7983 0.6615 -2.3562
H 1.6806 0.8391 0.2772
H 0.2035 -0.0312 -2.0672
H -0.0448 1.6555 -1.4106
H -1.5938 -0.1588 -0.6874
H -1.0133 0.3701 0.8815
H -0.1195 -2.0315 -0.6322
H -0.4051 -2.9802 1.5058
H -2.0542 -2.0100 1.2798
H -0.6070 -1.4267 2.2094
O -2.8591 1.3818 1.3175
H -2.6698 0.4603 1.5889
H -2.9931 1.8817 2.0820
*
```

---

Formula: C7H14MnN3O
Source: OMol25
Level of theory: wB97M-V/def2-TZVPD

Molar mass   211.147 g/mol
Gap between HOMO and LUMO (alpha / beta)   9.385 / 8.962 eV
LUMO (alpha / beta)   -4.0 / -4.1 eV
Total energy   -1665.29855 Ha
Energy relative to the best compared isomer or geometry (same formula, charge and spin)   10.8 kcal per mole

ORCA input file:
```
! RIJCOSX wB97M-V def2-TZVPD def2/J DEFGRID3
* xyz 1 4
C 0.0309 -0.7296 -3.3064
Mn -0.3861 -1.7145 -1.9381
N -0.7393 -2.8981 -0.3135
H -0.1811 -3.0955 -2.5020
H 0.0574 -3.0044 0.3421
H -1.4436 -2.7461 -2.7659
H 0.1754 -1.3479 -4.1820
H 0.9621 -0.1961 -3.0449
H -0.8226 -0.0954 -3.5228
H -1.4820 -2.5833 0.2433
H -0.9814 -3.9033 -0.5264
N 1.3203 2.7914 3.4440
C 0.2271 2.8475 2.5605
O -0.5584 3.7502 2.5964
C 0.1696 1.7399 1.5437
C 1.1903 0.8028 1.2989
C 1.0756 -0.1219 0.3145
N -0.0153 -0.1299 -0.4974
C -1.0384 0.7062 -0.2461
C -0.9508 1.6312 0.7305
H 1.2934 3.4827 4.1957
H 1.8396 1.9488 3.6019
H 2.1309 0.8356 1.8908
H 1.8584 -0.9029 0.1176
H -1.9434 0.5789 -0.8958
H -1.7887 2.3538 0.8614
*
```

---

Formula: C2H5N2O
Source: OMol25
Level of theory: wB97M-V/def2-TZVPD

Molar mass   73.075 g/mol
Gap between HOMO and LUMO (alpha / beta)   7.875 / 7.874 eV
LUMO (alpha / beta)   -6.2 / -6.2 eV
Total energy   -263.55036 Ha
SMILES   C=[NH+]CN=O
Energy relative to the best compared isomer or geometry (same formula, charge and spin)   102.9 kcal per mole

ORCA input file:
```
! RIJCOSX wB97M-V def2-TZVPD def2/J DEFGRID3
* xyz 1 1
C -1.3248 0.7445 -0.2219
N -0.4082 0.1790 0.4904
C 0.4612 -0.8392 0.0099
N 1.8976 -0.3779 -0.1722
O 2.1926 0.6643 0.2103
H -1.6194 0.2832 -1.2072
H -1.8888 1.5265 0.1363
H -0.2445 0.7326 1.2512
H 0.3097 -1.1915 -1.0196
H 0.6246 -1.7216 0.5228
*
```

---

Formula: C3H6NOP
Source: OMol25
Level of theory: wB97M-V/def2-TZVPD

Molar mass   103.061 g/mol
Gap between HOMO and LUMO (alpha / beta)   8.499 / 7.991 eV
LUMO (alpha / beta)   -1.4 / -0.9 eV
Total energy   -589.07641 Ha
SMILES   [H]/N=C(\P)C(C)=O
Energy relative to the best compared isomer or geometry (same formula, charge and spin)   106.5 kcal per mole

ORCA input file:
```
! RIJCOSX wB97M-V def2-TZVPD def2/J DEFGRID3
* xyz 0 1
H -1.3707 1.5390 -1.1392
N -0.6895 0.8360 -1.4482
C -0.5488 0.1926 0.2071
P -1.7008 0.8302 1.4380
C 0.5041 -0.7169 0.6005
C 1.5906 -1.0826 -0.3897
O 0.4670 -1.0983 1.7463
H -0.6903 1.1906 2.2706
H -2.2016 2.0494 0.8077
H 2.3107 -1.7714 -0.1056
H 1.0619 -1.7185 -1.1791
H 2.0847 -0.2894 -0.8613
*
```

---

Formula: C5H7NO
Source: OMol25
Level of theory: wB97M-V/def2-TZVPD

Molar mass   97.117 g/mol
Gap between HOMO and LUMO   10.006 eV
LUMO   0.7 eV
Total energy   -324.67811 Ha
SMILES   CO/C(C)=C/C#N
Energy relative to the best compared isomer or geometry (same formula, charge and spin)   29.1 kcal per mole

ORCA input file:
```
! RIJCOSX wB97M-V def2-TZVPD def2/J DEFGRID3
* xyz 0 1
C -1.5430 -1.3508 0.5831
O -0.1549 -1.3240 0.2682
C 0.3527 -0.1306 -0.0958
C 1.8380 -0.0419 0.0718
C -0.4235 0.8636 -0.5707
C 0.0593 2.1785 -0.8155
N 0.3908 3.2783 -0.9804
H -1.7313 -0.7579 1.4871
H -2.1642 -0.9628 -0.2275
H -1.8060 -2.3915 0.7506
H 2.1476 -0.5109 1.0065
H 2.1588 0.9992 0.0644
H 2.3450 -0.5532 -0.7499
H -1.4692 0.7039 -0.7919
*
```